1.
{"formula": "C30H13BBrCl77F11O", "method": "ωB97M-V/def2-TZVPD", "lumo_energy_ha": 0.0396, "orbital_gap_ev": 7.6, "charge": -1, "molar_mass_g_mol": 3419.01, "e_tot_ev": -1098205.94958, "symbols": ["C", "C", "C", "Cl", "B", "Br", "C", "C", "O", "C", "C", "F", "F", "C", "F", "F", "C", "F", "F", "C", "F", "F", "C", "F", "F", "F", "H", "H", "H", "H", "H", "H", "H", "H", "H", "H", "H", "H", "H", "C", "Cl", "Cl", "Cl", "Cl", "C", "Cl", "Cl", "Cl", "Cl", "C", "Cl", "Cl", "Cl", "Cl", "C", "Cl", "Cl", "Cl", "Cl", "C", "Cl", "Cl", "Cl", "Cl", "C", "Cl", "Cl", "Cl", "Cl", "C", "Cl", "Cl", "Cl", "Cl", "C", "Cl", "Cl", "Cl", "Cl", "C", "Cl", "Cl", "Cl", "Cl", "C", "Cl", "Cl", "Cl", "Cl", "C", "Cl", "Cl", "Cl", "Cl", "C", "Cl", "Cl", "Cl", "Cl", "C", "Cl", "Cl", "Cl", "Cl", "C", "Cl", "Cl", "Cl", "Cl", "C", "Cl", "Cl", "Cl", "Cl", "C", "Cl", "Cl", "Cl", "Cl", "C", "Cl", "Cl", "Cl", "Cl", "C", "Cl", "Cl", "Cl", "Cl", "C", "Cl", "Cl", "Cl", "Cl"], "positions_angstrom": [[-5.339, 2.877, 3.195], [-4.682, 3.348, 1.881], [-3.162, 3.414, 1.934], [-2.661, 4.553, 0.600], [-2.381, 1.959, 1.936], [-0.420, 2.272, 1.263], [-2.417, 1.210, 3.374], [-1.614, 1.857, 4.485], [-2.370, 2.886, 5.144], [-1.833, 3.252, 6.383], [-1.123, 4.605, 6.388], [0.219, 4.381, 6.212], [-1.245, 5.190, 7.604], [-1.502, 5.607, 5.275], [-0.748, 6.737, 5.512], [-1.137, 5.146, 4.077], [-2.964, 6.110, 5.274], [-3.795, 5.236, 4.682], [-3.397, 6.317, 6.545], [-3.092, 7.469, 4.536], [-2.536, 7.408, 3.315], [-4.432, 7.684, 4.368], [-3.004, 0.929, 0.800], [-3.260, 1.506, -0.397], [-2.146, -0.093, 0.518], [-4.169, 0.299, 1.151], [-4.622, 2.760, 3.996], [-5.902, 1.961, 3.059], [-6.056, 3.620, 3.539], [-5.061, 4.347, 1.684], [-5.042, 2.738, 1.057], [-2.891, 3.931, 2.847], [-3.433, 1.016, 3.703], [-1.972, 0.223, 3.225], [-0.684, 2.285, 4.116], [-1.340, 1.081, 5.207], [-2.604, 3.227, 7.151], [-1.074, 2.535, 6.695], [-2.721, 8.299, 5.132], [3.450, 1.466, -1.211], [3.276, -0.173, -1.851], [3.200, 2.644, -2.508], [2.224, 1.707, 0.023], [5.080, 1.667, -0.538], [3.154, 2.736, 4.273], [3.462, 4.478, 4.166], [3.028, 2.270, 5.981], [1.665, 2.348, 3.413], [4.497, 1.855, 3.528], [-0.018, 1.151, -4.937], [0.011, 2.766, -5.657], [1.336, 0.203, -5.579], [0.115, 1.275, -3.191], [-1.529, 0.337, -5.346], [3.482, -4.017, -2.916], [4.353, -5.172, -3.933], [2.732, -2.778, -3.924], [2.231, -4.861, -1.998], [4.620, -3.262, -1.798], [-4.350, -0.972, 9.671], [-3.729, -0.145, 11.107], [-4.212, 0.086, 8.268], [-3.410, -2.441, 9.389], [-6.047, -1.395, 9.921], [1.015, -4.277, -7.377], [2.722, -4.457, -7.798], [0.714, -2.630, -6.829], [0.014, -4.623, -8.793], [0.609, -5.407, -6.079], [7.688, -6.102, -1.678], [8.423, -4.961, -0.545], [7.590, -5.357, -3.276], [8.675, -7.568, -1.766], [6.073, -6.524, -1.107], [-7.699, -1.643, 2.937], [-7.101, -2.886, 4.050], [-8.603, -2.438, 1.636], [-8.773, -0.543, 3.811], [-6.354, -0.748, 2.254], [5.216, -2.597, 2.358], [6.211, -3.689, 1.378], [4.517, -1.347, 1.333], [3.922, -3.533, 3.114], [6.220, -1.846, 3.604], [4.608, 1.949, -7.281], [4.234, 2.320, -5.601], [3.213, 2.333, -8.294], [5.999, 2.905, -7.812], [4.985, 0.228, -7.431], [-4.426, -2.213, -4.475], [-3.876, -1.513, -2.956], [-5.891, -3.173, -4.202], [-4.786, -0.934, -5.640], [-3.153, -3.241, -5.146], [-1.862, -3.834, 1.576], [-2.800, -2.772, 2.615], [-2.116, -3.384, -0.110], [-0.149, -3.694, 1.989], [-2.389, -5.512, 1.819], [8.976, -8.365, -6.090], [7.382, -8.464, -5.336], [8.789, -8.136, -7.832], [9.873, -7.004, -5.411], [9.863, -9.863, -5.785], [3.064, 3.995, -11.852], [3.950, 5.078, -10.776], [2.906, 4.746, -13.445], [3.941, 2.470, -12.007], [1.456, 3.688, -11.189], [8.298, 2.985, 5.275], [9.359, 3.016, 3.846], [6.817, 3.869, 4.962], [7.912, 1.302, 5.655], [9.147, 3.719, 6.643], [-4.782, -2.326, -9.484], [-6.058, -3.101, -8.540], [-3.212, -2.873, -8.894], [-4.958, -2.769, -11.188], [-4.912, -0.570, -9.320], [7.356, 6.025, 0.658], [8.003, 5.032, 1.968], [6.224, 5.067, -0.297], [6.519, 7.425, 1.338], [8.683, 6.579, -0.375], [-7.283, -4.810, 8.395], [-8.238, -3.777, 9.465], [-7.387, -4.188, 6.746], [-5.597, -4.804, 8.913], [-7.917, -6.461, 8.456], [-4.208, -7.115, -6.984], [-5.033, -6.070, -5.831], [-4.742, -6.719, -8.623], [-2.464, -6.856, -6.863], [-4.582, -8.808, -6.635]]}

=====

2.
{"formula": "C17H22ClN3O4S", "method": "ωB97M-V/def2-TZVPD", "lumo_energy_ha": 0.0202, "orbital_gap_ev": 9.6, "molar_mass_g_mol": 399.90, "relative_energy_kcal_mol": 0.0, "e_tot_ev": -54003.61514, "symbols": ["C", "C", "C", "Cl", "C", "C", "C", "C", "S", "O", "O", "N", "C", "C", "C", "C", "O", "N", "N", "C", "O", "C", "C", "C", "C", "C", "H", "H", "H", "H", "H", "H", "H", "H", "H", "H", "H", "H", "H", "H", "H", "H", "H", "H", "H", "H", "H", "H"], "positions_angstrom": [[-4.082, -0.550, -1.685], [-4.343, -0.280, -0.242], [-5.424, -0.848, 0.438], [-6.499, -1.917, -0.390], [-5.669, -0.587, 1.777], [-4.825, 0.255, 2.481], [-3.739, 0.822, 1.837], [-3.513, 0.550, 0.501], [-2.067, 1.314, -0.251], [-2.439, 2.028, -1.438], [-1.380, 2.041, 0.778], [-1.226, -0.058, -0.733], [-0.593, -0.764, 0.359], [0.767, -0.175, 0.735], [1.669, -0.116, -0.503], [2.988, 0.541, -0.136], [3.102, 1.680, 0.270], [4.073, -0.242, -0.325], [5.341, 0.228, 0.018], [6.373, -0.649, 0.089], [6.214, -1.819, -0.215], [7.659, -0.050, 0.521], [8.598, -0.929, 1.311], [8.921, -0.597, -0.102], [0.963, 0.709, -1.584], [-0.393, 0.086, -1.908], [-3.654, 0.333, -2.151], [-5.000, -0.829, -2.197], [-3.368, -1.367, -1.786], [-6.518, -1.043, 2.261], [-5.014, 0.463, 3.522], [-3.054, 1.481, 2.346], [-0.481, -1.812, 0.057], [-1.275, -0.718, 1.210], [0.623, 0.838, 1.115], [1.226, -0.784, 1.516], [1.852, -1.130, -0.876], [4.086, -1.227, -0.560], [5.326, 1.184, 0.350], [7.622, 1.004, 0.760], [9.167, -0.471, 2.105], [8.253, -1.930, 1.523], [9.719, 0.099, -0.311], [8.794, -1.373, -0.840], [0.815, 1.724, -1.210], [1.573, 0.756, -2.488], [-0.260, -0.910, -2.347], [-0.945, 0.714, -2.606]]}

=====

3.
{"formula": "C6H10Si", "method": "ωB97M-V/def2-TZVPD", "lumo_energy_ha": 0.0258, "orbital_gap_ev": 9.7, "molar_mass_g_mol": 110.23, "relative_energy_kcal_mol": 40.7, "e_tot_ev": -14257.87089, "symbols": ["C", "C", "C", "C", "C", "Si", "C", "H", "H", "H", "H", "H", "H", "H", "H", "H", "H"], "positions_angstrom": [[-0.839, 3.202, -0.824], [-0.809, 2.394, 0.071], [-0.710, 1.350, 1.055], [-0.478, 0.029, 0.841], [-0.386, -1.002, 1.994], [0.171, -1.209, -0.619], [1.303, -0.538, -1.939], [-0.613, 3.634, -1.727], [-1.171, 1.686, 2.023], [-1.190, -0.669, 2.783], [0.644, -1.116, 2.323], [-0.572, -2.035, 1.494], [-1.066, -2.109, -1.077], [1.097, -2.217, 0.040], [1.634, -1.528, -2.367], [0.869, 0.205, -2.675], [2.117, -0.075, -1.396]]}

=====

4.
{"formula": "C3H5NO3", "method": "ωB97M-V/def2-TZVPD", "lumo_energy_ha": 0.0219, "orbital_gap_ev": 9.5, "molar_mass_g_mol": 103.08, "relative_energy_kcal_mol": 113.8, "e_tot_ev": -10820.75116, "symbols": ["C", "C", "C", "N", "O", "O", "O", "H", "H", "H", "H", "H"], "positions_angstrom": [[-2.358, -0.386, 0.931], [0.225, -0.131, -0.435], [1.467, -0.839, -0.024], [0.149, 1.156, -0.361], [-1.068, 1.751, -0.764], [0.997, 1.944, 0.017], [-2.364, -0.863, 1.954], [-1.789, 1.104, -0.711], [-0.608, -0.685, -0.836], [2.097, -0.161, 0.547], [2.026, -1.177, -0.897], [1.226, -1.712, 0.579]]}

=====

5.
{"formula": "C9H8Cl4O3S", "method": "ωB97M-V/def2-TZVPD", "lumo_energy_ha": -0.0917, "orbital_gap_ev": 5.5, "molar_mass_g_mol": 338.04, "relative_energy_kcal_mol": 0.0, "e_tot_ev": -76525.61363, "symbols": ["O", "C", "C", "O", "C", "Cl", "C", "Cl", "C", "Cl", "C", "Cl", "C", "S", "C", "C", "O", "H", "H", "H", "H", "H", "H", "H", "H"], "positions_angstrom": [[-1.009, -3.558, 2.587], [-0.401, -2.506, 2.467], [1.153, -2.494, 2.475], [1.773, -3.550, 2.499], [1.806, -1.189, 2.409], [3.503, -1.211, 2.475], [1.091, -0.004, 2.300], [1.918, 1.503, 2.273], [-0.350, -0.007, 2.272], [-1.188, 1.496, 2.252], [-1.052, -1.202, 2.354], [-2.753, -1.230, 2.463], [-1.170, 1.663, -0.738], [-0.799, 0.740, -2.043], [-0.777, 1.606, -3.654], [0.972, 0.341, -1.891], [-1.584, -0.483, -2.230], [-0.488, 2.460, -0.450], [-2.177, 1.592, -0.346], [-0.122, 2.489, -3.626], [-0.411, 0.867, -4.381], [-1.810, 1.890, -3.904], [1.546, 1.278, -1.882], [1.083, -0.194, -0.939], [1.246, -0.297, -2.741]]}

=====

6.
{"formula": "C42H85ClN2NbO10", "method": "ωB97M-V/def2-TZVPD", "lumo_energy_ha": 0.0586, "orbital_gap_ev": 5.7, "charge": -1, "molar_mass_g_mol": 906.50, "relative_energy_kcal_mol": 0.0, "e_tot_ev": -82456.49657, "symbols": ["C", "C", "C", "Cl", "Nb", "C", "N", "C", "C", "C", "C", "N", "C", "C", "C", "C", "H", "H", "H", "H", "H", "H", "H", "H", "H", "H", "H", "H", "H", "H", "H", "H", "H", "H", "H", "H", "H", "H", "H", "H", "H", "C", "C", "O", "C", "H", "H", "H", "H", "H", "H", "C", "C", "O", "C", "H", "H", "H", "H", "H", "H", "C", "C", "O", "C", "H", "H", "H", "H", "H", "H", "C", "C", "O", "C", "H", "H", "H", "H", "H", "H", "C", "C", "O", "C", "H", "H", "H", "H", "H", "H", "C", "C", "O", "C", "H", "H", "H", "H", "H", "H", "C", "C", "O", "C", "H", "H", "H", "H", "H", "H", "C", "C", "O", "C", "H", "H", "H", "H", "H", "H", "C", "C", "O", "C", "H", "H", "H", "H", "H", "H", "C", "C", "O", "C", "H", "H", "H", "H", "H", "H"], "positions_angstrom": [[2.755, 5.748, -0.269], [2.984, 4.487, 0.565], [3.991, 3.446, 0.016], [4.756, 3.930, -1.557], [3.034, 1.348, -0.067], [1.113, 2.073, -1.047], [2.447, 1.599, 1.944], [2.265, -0.789, -0.066], [0.829, -0.903, 0.495], [-0.189, -1.262, -0.579], [-1.627, -1.265, -0.090], [-2.217, 0.053, 0.101], [-2.234, 1.095, -0.771], [-2.937, 2.139, -0.202], [-3.355, 1.698, 1.074], [-2.890, 0.410, 1.240], [1.831, 6.218, 0.072], [2.632, 5.541, -1.324], [3.545, 6.473, -0.101], [2.017, 4.033, 0.768], [3.354, 4.818, 1.535], [4.816, 3.391, 0.720], [4.630, 0.629, 0.528], [3.790, 1.047, -1.717], [0.391, 2.237, -0.250], [1.308, 3.036, -1.529], [0.719, 1.423, -1.824], [3.184, 2.080, 2.458], [2.449, 0.663, 2.348], [2.289, -1.235, -1.061], [2.916, -1.410, 0.550], [0.485, -0.009, 1.020], [0.797, -1.717, 1.224], [0.023, -2.289, -0.881], [-0.058, -0.657, -1.473], [-1.673, -1.803, 0.849], [-2.228, -1.792, -0.834], [-1.756, 1.062, -1.728], [-3.134, 3.086, -0.663], [-3.935, 2.255, 1.786], [-2.999, -0.239, 2.087], [-5.543, 4.293, -2.624], [-4.626, 3.439, -3.466], [-3.427, 3.487, -3.341], [-5.280, 2.514, -4.465], [-4.950, 4.905, -1.949], [-6.144, 4.942, -3.265], [-6.210, 3.659, -2.039], [-5.869, 3.091, -5.180], [-5.939, 1.815, -3.948], [-4.516, 1.951, -4.997], [6.520, -1.056, 4.061], [5.099, -1.355, 3.645], [4.328, -0.474, 3.361], [4.691, -2.810, 3.600], [6.676, 0.020, 4.042], [6.699, -1.430, 5.072], [7.222, -1.528, 3.372], [4.804, -3.261, 4.588], [5.319, -3.352, 2.891], [3.653, -2.885, 3.285], [3.476, 3.850, -4.590], [3.507, 4.264, -6.036], [4.541, 4.370, -6.661], [2.173, 4.548, -6.691], [4.483, 3.669, -4.235], [3.020, 4.633, -3.983], [2.893, 2.935, -4.477], [1.665, 5.357, -6.164], [1.544, 3.658, -6.653], [2.327, 4.836, -7.729], [-6.343, 0.615, 2.926], [-7.724, 0.316, 2.393], [-8.462, 1.187, 1.993], [-8.112, -1.140, 2.387], [-6.153, 1.684, 2.872], [-6.272, 0.292, 3.967], [-5.591, 0.092, 2.335], [-8.083, -1.537, 3.399], [-7.414, -1.707, 1.773], [-9.117, -1.255, 1.987], [-2.584, -3.896, 2.005], [-1.613, -4.518, 1.034], [-0.421, -4.344, 1.121], [-2.206, -5.382, -0.056], [-2.040, -3.299, 2.734], [-3.288, -3.254, 1.471], [-3.136, -4.676, 2.526], [-2.890, -4.793, -0.668], [-2.758, -6.214, 0.385], [-1.408, -5.771, -0.685], [6.040, 3.891, -9.599], [6.231, 2.750, -10.562], [5.535, 2.610, -11.542], [7.341, 1.775, -10.243], [5.217, 4.517, -9.932], [5.812, 3.514, -8.601], [6.950, 4.492, -9.548], [7.164, 1.314, -9.270], [8.299, 2.297, -10.214], [7.377, 1.001, -11.006], [-6.226, -5.420, 4.726], [-7.513, -4.795, 4.248], [-7.500, -3.936, 3.398], [-8.802, -5.283, 4.866], [-5.392, -4.962, 4.209], [-6.102, -5.265, 5.799], [-6.229, -6.493, 4.521], [-8.789, -5.111, 5.944], [-8.922, -6.352, 4.684], [-9.643, -4.749, 4.429], [-0.973, -0.073, -7.403], [-1.650, 0.376, -6.128], [-2.448, -0.331, -5.558], [-1.283, 1.744, -5.611], [-1.321, -1.069, -7.669], [-1.206, 0.619, -8.214], [0.109, -0.097, -7.263], [-1.538, 2.501, -6.356], [-0.211, 1.794, -5.407], [-1.828, 1.954, -4.693], [5.765, 1.132, 7.389], [7.032, 0.586, 7.998], [7.362, -0.568, 7.857], [7.875, 1.554, 8.796], [5.256, 0.341, 6.844], [5.106, 1.507, 8.174], [6.000, 1.945, 6.701], [7.297, 1.951, 9.632], [8.189, 2.385, 8.162], [8.754, 1.042, 9.178], [-0.893, -5.752, 5.636], [-2.226, -6.212, 5.102], [-3.088, -5.424, 4.790], [-2.431, -7.702, 4.967], [-0.874, -4.667, 5.680], [-0.731, -6.157, 6.637], [-0.090, -6.097, 4.983], [-2.331, -8.183, 5.941], [-1.685, -8.122, 4.291], [-3.425, -7.900, 4.571]]}

=====

Question: Number 6 is which compound?
Answer: C42H85ClN2NbO10